This record from the OMol25 dataset describes a molecular structure, C44H47MgN8O2S3. The level of theory is the ωB97M-V functional and the def2-TZVPD basis.

Each line ends with the Löwdin charge.
Positions of all 105 atoms, in Å:
1 Mg -0.707187 -0.948578 -0.778489  0.54
2 C 2.730247 2.856732 4.532210  -0.05
3 C 2.219309 3.358232 3.175184  -0.56
4 C 3.171438 2.862780 2.096109  -0.07
5 C 2.237283 4.893691 3.157304  -0.05
6 C 0.788216 2.868417 2.954367  -0.16
7 C -0.190463 3.290277 3.871523  -0.05
8 C -1.511617 2.930574 3.743975  -0.08
9 C -1.870344 2.117765 2.677574  -0.50
10 S -3.424947 1.494986 2.272166  1.10
11 C -2.716093 0.671821 0.906461  -0.56
12 N -1.429221 0.816591 0.772971  0.07
13 C -0.923220 1.661334 1.754430  -0.34
14 C 0.414885 2.049928 1.897786  0.06
15 C -3.563353 -0.095589 -0.013781  -0.30
16 C -4.954918 -0.083039 0.148302  -0.10
17 C -5.746523 -0.782352 -0.742354  -0.11
18 C -5.134733 -1.491464 -1.776173  -0.10
19 C -3.753501 -1.498122 -1.900268  -0.11
20 C -2.902632 -0.796207 -1.031557  -0.09
21 H 3.749983 3.209577 4.704152  0.08
22 H 2.737080 1.765389 4.559423  0.09
23 H 2.108826 3.210520 5.355366  0.07
24 H 4.176223 3.242644 2.294567  0.09
25 H 2.867321 3.212813 1.109748  0.09
26 H 3.216590 1.774369 2.070466  0.08
27 H 3.260402 5.258710 3.273245  0.08
28 H 1.636708 5.314815 3.963700  0.07
29 H 1.842747 5.269429 2.212378  0.09
30 H 0.095143 3.924263 4.700959  0.10
31 H -2.249822 3.269131 4.459376  0.11
32 H 1.127231 1.693455 1.169158  0.10
33 H -5.423876 0.466650 0.958772  0.07
34 H -6.824666 -0.783538 -0.634097  0.09
35 H -5.747431 -2.044282 -2.480813  0.09
36 H -3.314216 -2.082990 -2.704058  0.09
37 C -2.099066 -1.358142 4.994583  -0.10
38 C -1.103166 -0.702041 4.286503  -0.08
39 C -0.824323 -1.073651 2.979863  -0.05
40 C -1.533561 -2.104770 2.379696  -0.23
41 C -2.538275 -2.760841 3.084017  -0.02
42 C -2.812926 -2.385219 4.388082  -0.09
43 N -1.233102 -2.399329 1.011404  0.02
44 N -1.555236 -3.557834 0.674419  0.09
45 C -1.351910 -3.896340 -0.685620  -0.32
46 C -1.892444 -5.143443 -1.019395  -0.06
47 C -1.838614 -5.564698 -2.332343  -0.12
48 C -1.235600 -4.731725 -3.272880  -0.11
49 C -0.687671 -3.511464 -2.897534  -0.13
50 C -0.713136 -3.026061 -1.581337  -0.10
51 H -2.333123 -1.060579 6.008825  0.10
52 H -0.555470 0.118189 4.735276  0.10
53 H -0.069043 -0.553432 2.408707  0.08
54 H -3.098520 -3.544100 2.592848  0.10
55 H -3.603479 -2.886907 4.932046  0.10
56 H -2.354453 -5.746501 -0.246283  0.09
57 H -2.260208 -6.517944 -2.627133  0.09
58 H -1.194905 -5.042641 -4.312057  0.09
59 H -0.221278 -2.910723 -3.673976  0.08
60 O 2.086844 -1.667204 -3.363648  0.03
61 C 1.921937 -0.898643 -4.459103  -0.28
62 C 2.606401 -1.289757 -5.613011  -0.03
63 C 2.520091 -0.541412 -6.769480  -0.11
64 C 1.748790 0.616615 -6.797219  -0.11
65 C 1.076210 1.007325 -5.654591  -0.04
66 C 1.139122 0.269039 -4.473377  -0.07
67 C 0.417470 0.744237 -3.247588  -0.47
68 O 0.238453 -0.099815 -2.294395  -0.16
69 N 0.085541 1.994781 -3.233959  0.03
70 N -0.420231 2.438859 -2.007167  -0.05
71 C -1.655263 2.699495 -2.002675  -0.90
72 S -2.409248 3.435781 -0.578590  0.93
73 C -4.037770 3.658510 -1.339322  -0.52
74 C -4.239587 2.539841 -2.345216  -0.53
75 S -2.750362 2.422307 -3.369435  0.91
76 H 1.442363 -1.330382 -2.688019  0.06
77 H 3.197820 -2.195013 -5.565410  0.11
78 H 3.053641 -0.863327 -7.655798  0.09
79 H 1.674169 1.206531 -7.701549  0.09
80 H 0.475255 1.906814 -5.642316  0.10
81 H -4.092421 4.633371 -1.825059  0.06
82 H -4.781654 3.610245 -0.542978  0.07
83 H -5.086312 2.744551 -3.001494  0.07
84 H -4.399380 1.588145 -1.840745  0.04
85 C 2.804536 1.002637 -1.094345  -0.03
86 N 3.388089 0.160814 -0.065452  -0.14
87 C 4.816950 0.302350 0.090569  -0.07
88 C 2.693222 -0.881332 0.460272  -0.42
89 N 1.446347 -1.095034 0.215244  0.17
90 N 3.492319 -1.740175 1.275622  -0.20
91 C 4.194897 -2.726497 0.458576  -0.06
92 C 2.781969 -2.373785 2.372151  -0.08
93 H 1.729611 1.065361 -0.978257  0.06
94 H 3.014981 0.607717 -2.090734  0.10
95 H 3.240414 1.998176 -1.014916  0.09
96 H 5.056364 1.361306 0.202090  0.08
97 H 5.353121 -0.069847 -0.790021  0.09
98 H 5.156659 -0.230604 0.974279  0.08
99 H 1.161874 -1.954201 0.674549  0.03
100 H 4.720881 -2.237509 -0.359246  0.08
101 H 3.503248 -3.460729 0.025033  0.10
102 H 4.925233 -3.250566 1.076873  0.09
103 H 2.249935 -1.625609 2.954688  0.08
104 H 3.514420 -2.860837 3.017053  0.09
105 H 2.061693 -3.141103 2.050367  0.09

Atoms 1-3, force components in eV/Å:
Mg 0.17 0.17 -0.26
C 0.01 0.00 0.01
C -0.03 0.01 -0.01

DFT total energy, hartree: -3688.196895
Highest occupied orbital energy, eV: -4.8
Gap between HOMO and LUMO, eV: 7.003
Molecular weight, g/mol: 840.42
Net charge: -1
Energy relative to the best compared isomer or geometry (same formula, charge and spin), kJ/mol: 107.9